Entry 1:
Density functional theory data (the ωB97M-V functional and the def2-TZVPD basis) for one molecule with the formula C10H17NO2Si at a distorted geometry.

Output
Charge: 0
HOMO level, eV: -9.01
LUMO energy, eV: 0.575
Energy, eV: -24106.2859

Element x y z (Å)
1 C 4.163250 1.335190 -0.207758
2 C 2.768635 0.896829 -0.241314
3 C 1.658106 1.360551 -0.788926
4 C 0.475018 0.219186 -0.574754
5 C -0.577311 0.743200 0.526500
6 C -1.991820 0.208443 0.235254
7 C -2.916949 1.500607 0.066610
8 C -2.459035 -0.839853 1.251337
9 Si -2.022552 -0.845161 -1.436231
10 O -0.420178 -0.154004 -1.675995
11 N 1.234689 -0.842934 -0.091372
12 C 0.653076 -2.141389 0.232208
13 C 2.551077 -0.572521 0.160081
14 O 3.372471 -1.401805 0.477888
15 H 4.660949 0.915412 -1.141534
16 H 4.796418 0.678490 0.498513
17 H 4.218855 2.484991 -0.199195
18 H 1.548548 2.303791 -1.325096
19 H -0.331281 0.350823 1.427230
20 H -0.622006 1.752553 0.408266
21 H -3.208516 1.847335 -0.882150
22 H -3.812778 1.185382 0.532345
23 H -2.483538 2.315706 0.669737
24 H -2.806982 -0.242732 2.072278
25 H -1.689828 -1.490574 1.677092
26 H -3.206220 -1.420211 0.933041
27 H -2.139818 -2.220385 -1.065993
28 H -2.957760 -0.403390 -2.462202
29 H 0.463886 -2.831199 -0.735918
30 H 1.324559 -2.636463 0.784424
31 H -0.242954 -2.055883 0.875619

Atoms 1-6, force components in eV/Å:
C 1.99 0.13 -0.78
C -0.12 -1.95 0.15
C -1.78 -1.55 -0.26
C -2.10 2.35 0.11
C -0.48 -2.86 -4.02
C -0.79 -0.19 -2.23



Entry 2:
Density functional theory data (the ωB97M-V functional and the def2-TZVPD basis) for a 2-piece molecular cluster, C11H21N3O4 overall at a distorted geometry.

Output
Charge: 0
HOMO level, eV: -9.35
LUMO energy, eV: 0.296
Energy, eV: -24402.3092

Element x y z (Å)
1 C -0.664195 1.339773 0.384150
2 C 0.314653 0.466910 -0.401305
3 C 0.109164 1.849897 1.579190
4 C 1.139024 2.942770 1.131705
5 C -0.588525 2.662255 2.666511
6 C -1.350249 1.653614 3.462460
7 C 0.008752 -1.322607 -2.286073
8 C -0.763316 -0.898332 -3.571991
9 C -0.357360 -2.794874 -1.725549
10 C 0.577093 -3.021195 -0.580307
11 C 1.999825 -3.239459 -0.936987
12 H -2.040256 0.109696 1.105372
13 H -2.753275 1.536263 0.871590
14 H -0.765603 2.339999 -0.124749
15 H 0.639324 1.143572 2.080379
16 H 1.669639 2.964401 0.041919
17 H 1.912597 2.843652 1.957000
18 H 0.774784 4.124940 1.232616
19 H 0.211708 2.973417 3.494409
20 H -1.172957 3.419633 2.259405
21 H -1.804551 2.055183 4.485097
22 H -0.806253 0.896815 3.912519
23 H -2.243726 1.318499 2.894044
24 H -1.382523 -0.231550 -0.976486
25 H 1.141849 -1.343694 -2.553538
26 H -1.517768 -2.904194 -1.799596
27 H 0.174581 -3.263977 -2.764883
28 H 0.667324 -2.096506 0.139159
29 H 0.217618 -3.883201 -0.029631
30 H 2.587056 -1.256579 -0.509220
31 H 4.050920 -2.645084 -0.288482
32 H -2.326430 -0.379995 -4.249621
33 N -2.003120 0.874880 0.521749
34 N -0.318514 -0.285842 -1.321643
35 N 2.840620 -2.159251 -0.888091
36 O 1.460841 0.175716 -0.099714
37 O -0.340601 -1.406118 -4.674450
38 O 2.646473 -4.401093 -1.044659
39 O -1.944624 -0.158331 -3.392296

Atoms 1-6, force components in eV/Å:
C 0.79 4.03 0.19
C -0.33 -3.39 -0.58
C 0.30 4.38 -0.95
C 2.04 2.47 -1.00
C 2.09 -2.83 2.96
C -4.50 2.12 2.34



Entry 3:
Density functional theory data (the ωB97M-V functional and the def2-TZVPD basis) for C38H35GeIrN2O2S2Se as an isolated structure at a distorted geometry.

Output
Charge: -1
HOMO level (spin up / spin down), eV: -3.26 / -3.82
Spin multiplicity: 2
LUMO energy (spin up / spin down), eV: 2.219 / 2.219
Energy, eV: -193420.6856

Element x y z (Å)
1 Ir -0.089128 0.198046 -0.472511
2 O 0.881592 -0.507641 4.943302
3 C -0.455229 -0.591605 4.832836
4 C -1.195095 -0.797468 5.997738
5 C -2.570508 -0.917930 5.944611
6 C -3.236425 -0.860059 4.723315
7 C -2.509722 -0.630467 3.569286
8 C -1.125898 -0.470971 3.604577
9 C -0.424754 -0.124480 2.341993
10 O -1.121675 0.283772 1.361596
11 N 0.889381 -0.247715 2.329066
12 N 1.423673 -0.034051 1.060583
13 C 2.701072 0.076144 1.048861
14 S 3.598038 0.016250 2.570614
15 C 5.229050 -0.001851 1.777940
16 C 5.120274 0.801349 0.500813
17 S 3.671487 0.185784 -0.400587
18 H 1.240072 -0.401589 4.025852
19 H -0.661001 -0.866061 6.936981
20 H -3.129682 -1.066293 6.860768
21 H -4.309938 -0.987473 4.675113
22 H -2.998955 -0.567996 2.605684
23 H 5.491340 -1.037163 1.561512
24 H 5.944643 0.426044 2.480158
25 H 5.983505 0.667180 -0.150958
26 H 4.973953 1.862167 0.705788
27 C 6.335316 2.088034 -5.400841
28 C 5.094223 1.653240 -4.663301
29 C 4.451038 2.496203 -3.768342
30 C 3.283990 2.116336 -3.111142
31 C 2.618965 3.075330 -2.165008
32 C 2.747565 0.841307 -3.355110
33 Se 1.049136 0.352124 -2.610431
34 C 3.397058 -0.041678 -4.231543
35 C 2.904931 -1.435754 -4.527785
36 C 4.558100 0.390297 -4.868592
37 H 6.635166 3.094864 -5.109144
38 H 6.168089 2.081078 -6.480294
39 H 7.170721 1.412968 -5.199807
40 H 4.857366 3.487114 -3.586562
41 H 3.150485 4.028915 -2.142631
42 H 2.588055 2.660969 -1.156567
43 H 1.583982 3.248040 -2.466331
44 H 2.006608 -1.662256 -3.960148
45 H 3.673462 -2.171343 -4.278774
46 H 2.672640 -1.538347 -5.591351
47 H 5.052398 -0.289388 -5.558534
48 C -1.596986 0.149772 -1.376459
49 Ge -2.973727 -0.309819 -2.613400
50 C -2.562500 -1.861171 -3.736378
51 C -3.247073 -3.074974 -3.710172
52 C -2.852344 -4.134587 -4.518959
53 C -1.756508 -3.998108 -5.357746
54 C -1.046861 -2.803737 -5.373418
55 C -1.444040 -1.747256 -4.567267
56 C -4.643836 -0.435959 -1.576364
57 C -5.718434 -1.282221 -1.846932
58 C -6.852619 -1.278942 -1.044060
59 C -6.941539 -0.409859 0.033397
60 C -5.886536 0.449351 0.310253
61 C -4.746288 0.426414 -0.481072
62 C -3.216469 1.219078 -3.822208
63 C -3.301511 2.499713 -3.270324
64 C -3.417709 3.620087 -4.079632
65 C -3.446217 3.477958 -5.460996
66 C -3.361445 2.213037 -6.023419
67 C -3.249117 1.093050 -5.208432
68 H -4.091102 -3.205918 -3.045406
69 H -3.401444 -5.068445 -4.492274
70 H -1.445444 -4.823841 -5.986239
71 H -0.181316 -2.695093 -6.015892
72 H -0.873950 -0.823206 -4.566070
73 H -5.682945 -1.951416 -2.697553
74 H -7.671172 -1.954548 -1.262778
75 H -7.826384 -0.404655 0.658290
76 H -5.947508 1.135170 1.146748
77 H -3.904767 1.067714 -0.238843
78 H -3.260813 2.615533 -2.192726
79 H -3.483070 4.605015 -3.633310
80 H -3.523526 4.352613 -6.095347
81 H -3.382386 2.098143 -7.100649
82 H -3.182354 0.109228 -5.659046

Atoms 1-6, force components in eV/Å:
Ir 0.69 0.76 0.86
O 0.02 0.06 0.03
C -0.03 -0.03 -0.04
C 0.01 -0.03 0.06
C 0.01 -0.03 -0.07
C -0.01 -0.01 0.01



Entry 4:
Density functional theory data (the ωB97M-V functional and the def2-TZVPD basis) for a 2-piece molecular cluster, C3H3FN2O overall at a distorted geometry.

Output
Charge: 0
HOMO level (spin up / spin down), eV: -9.89 / -9.67
LUMO energy (spin up / spin down), eV: -0.588 / -1.216
Energy, eV: -10897.9327

Element x y z (Å)
1 C 0.051679 0.511422 -1.110980
2 C -1.222612 0.221759 -0.728621
3 C 0.103397 -0.197885 0.832529
4 N 0.903690 0.217556 -0.065328
5 N 0.837247 -1.443978 3.175046
6 O -1.172610 -0.247240 0.548329
7 F 0.665758 -0.421438 4.039211
8 H 0.434040 0.895343 -2.033071
9 H -2.177159 0.288696 -1.205016
10 H 1.817416 -1.369179 2.864910

Atoms 1-6, force components in eV/Å:
C -1.02 -0.10 -0.08
C 0.68 0.50 -1.12
C 1.22 -0.25 0.55
N 0.23 -0.28 0.88
N -0.59 -0.37 -0.79
O -0.64 -0.24 0.46